1.
This record from the Open Molecules 2025 dataset describes a molecular structure, C66H74N9O5P4Y. The level of theory is ωB97M-V with the def2-TZVPD basis set.

Positions of all 159 atoms, in Å:
Y 0.257 1.008 0.088
C 5.344 4.034 0.705
N 4.445 2.888 0.630
C 4.846 1.589 0.517
C 3.709 0.834 0.551
N 2.626 1.652 0.678
C 3.092 2.891 0.738
P 2.139 4.388 1.105
C 0.874 4.451 -0.198
N -0.028 3.515 -0.482
C -0.876 4.078 -1.394
C -0.488 5.362 -1.655
N 0.622 5.588 -0.895
C 1.357 6.846 -0.835
C 1.063 3.647 2.356
N 0.285 2.584 2.178
C -0.411 2.439 3.337
C -0.055 3.412 4.225
N 0.882 4.176 3.589
C 1.577 5.317 4.171
H 6.304 3.739 0.292
H 4.947 4.859 0.119
H 5.475 4.350 1.738
H 5.884 1.320 0.420
H 3.619 -0.235 0.487
H -1.685 3.529 -1.837
H -0.889 6.115 -2.312
H 1.037 7.464 -1.668
H 1.151 7.365 0.099
H 2.424 6.659 -0.924
H -1.099 1.626 3.445
H -0.362 3.616 5.237
H 1.127 5.529 5.136
H 2.631 5.087 4.312
H 1.472 6.191 3.532
C -4.340 0.616 -5.328
O -3.249 1.369 -5.835
C -2.197 1.581 -5.031
C -1.142 2.316 -5.613
C -0.024 2.551 -4.871
C 0.116 2.069 -3.549
C 1.331 2.268 -2.826
C 2.393 3.198 -3.357
O 1.582 1.692 -1.748
C -0.967 1.358 -2.957
O -0.958 0.964 -1.717
C -2.125 1.132 -3.728
H -5.049 0.532 -6.145
H -4.811 1.131 -4.486
H -4.012 -0.381 -5.021
H -1.246 2.661 -6.632
H 0.791 3.103 -5.323
H 2.861 2.794 -4.258
H 3.160 3.316 -2.593
H 1.966 4.165 -3.625
H -2.945 0.605 -3.264
C 0.692 -7.218 0.451
C 1.686 -6.101 0.815
C 2.980 -6.720 1.371
C 2.008 -5.300 -0.431
C 2.558 -5.933 -1.539
C 2.862 -5.248 -2.704
C 2.620 -3.891 -2.766
C 2.084 -3.213 -1.673
P 1.840 -1.414 -1.809
C 0.958 -1.412 -3.417
C -0.186 -2.205 -3.445
C -0.944 -2.329 -4.595
C -0.569 -1.652 -5.748
C 0.578 -0.876 -5.740
C 1.345 -0.765 -4.585
C 3.577 -0.898 -2.139
C 4.603 -1.647 -1.551
C 5.927 -1.245 -1.636
C 6.263 -0.087 -2.322
C 5.259 0.669 -2.905
C 3.933 0.275 -2.802
C 1.773 -3.930 -0.520
O 1.229 -3.201 0.511
C 0.856 -3.841 1.671
C 0.241 -3.045 2.635
C -0.176 -3.650 3.818
C 0.034 -4.994 4.052
C 0.650 -5.754 3.076
C 1.061 -5.204 1.867
P -0.161 -1.263 2.453
C -1.972 -1.245 2.645
C -2.442 -0.168 3.361
C -4.855 -0.447 2.927
C -4.744 -0.835 1.476
C -3.816 -1.906 0.937
C -2.539 -2.065 1.673
C 0.630 -0.572 3.952
C 1.828 0.111 3.760
C 2.513 0.681 4.824
C 1.997 0.585 6.107
C 0.809 -0.104 6.319
C 0.139 -0.688 5.256
H 1.115 -7.886 -0.299
H -0.234 -6.799 0.053
H 0.446 -7.821 1.325
H 3.438 -7.384 0.638
H 2.775 -7.308 2.266
H 3.702 -5.945 1.631
H 2.751 -6.998 -1.491
H 3.284 -5.770 -3.552
H 2.857 -3.344 -3.670
H -0.457 -2.776 -2.565
H -1.818 -2.970 -4.598
H -1.154 -1.746 -6.654
H 0.896 -0.365 -6.640
H 2.257 -0.188 -4.625
H 4.374 -2.565 -1.025
H 6.697 -1.855 -1.181
H 7.299 0.218 -2.407
H 5.505 1.571 -3.451
H 3.179 0.909 -3.243
H -0.691 -3.061 4.566
H -0.290 -5.447 4.979
H 0.808 -6.810 3.253
H -1.939 0.260 4.205
H -5.737 0.189 3.040
H -5.697 -0.883 0.958
H -4.314 -2.858 0.722
H -1.899 -2.844 1.274
H 2.241 0.213 2.762
H 3.449 1.194 4.647
H 2.522 1.029 6.943
H 0.412 -0.202 7.322
H -0.775 -1.234 5.450
C -4.698 -1.262 -1.348
N -3.565 -1.175 -0.411
C -2.374 -1.645 -1.112
P -3.639 0.536 0.894
O -2.213 0.953 0.669
N -4.608 1.730 0.331
C -6.056 1.803 0.480
C -4.045 2.943 -0.252
N -3.665 0.486 2.979
C -4.880 -1.536 3.976
C -3.927 1.708 3.744
H -4.902 -2.306 -1.604
H -4.438 -0.726 -2.261
H -5.603 -0.815 -0.946
H -2.488 -2.707 -1.361
H -1.498 -1.531 -0.481
H -2.234 -1.068 -2.017
H -6.463 0.934 0.990
H -6.533 1.884 -0.500
H -6.324 2.690 1.060
H -2.980 2.810 -0.374
H -4.231 3.804 0.396
H -4.512 3.130 -1.223
H -4.064 -2.242 3.838
H -5.826 -2.075 3.915
H -4.808 -1.106 4.976
H -3.100 2.404 3.616
H -4.047 1.476 4.805
H -4.839 2.176 3.375

The value obtained for the gap between HOMO and LUMO is 6.438 eV. As for the net charge: +2. The electronic energy is -4831.914292 Eh.

Atomic partial charges in e from the Löwdin method, atoms 1 to 4: atom 1 (Y): 1.50, atom 2 (C): -0.01, atom 3 (N): -0.11, atom 4 (C): -0.02

2.
This record from the Open Molecules 2025 dataset describes 15 unconnected molecules or ions with the total composition C66H83F7O8. The level of theory is ωB97M-V with the def2-TZVPD basis set.

Positions of all 164 atoms, in Å:
F 1.202 3.987 -1.102
C 2.168 4.239 -1.982
C 3.290 4.959 -1.595
C 4.229 5.320 -2.560
C 4.060 4.880 -3.895
C 2.917 4.093 -4.231
C 2.025 3.764 -3.248
H 3.360 5.296 -0.571
H 5.115 5.889 -2.322
H 4.781 5.261 -4.603
H 2.757 3.749 -5.243
H 1.170 3.135 -3.448
F 2.873 6.444 1.661
C 2.688 5.624 2.700
C 3.305 5.878 3.879
C 3.165 4.930 4.931
C 2.449 3.770 4.651
C 1.916 3.464 3.413
C 2.073 4.409 2.389
H 3.821 6.820 3.998
H 3.516 5.217 5.911
H 2.309 3.112 5.496
H 1.388 2.524 3.360
H 1.709 4.202 1.393
F -2.713 -5.014 -4.354
C -3.276 -3.865 -3.966
C -3.004 -3.355 -2.690
C -3.393 -2.072 -2.340
C -4.118 -1.333 -3.269
C -4.417 -1.884 -4.505
C -3.997 -3.142 -4.903
H -2.594 -4.017 -1.941
H -3.185 -1.720 -1.340
H -4.393 -0.313 -3.047
H -4.947 -1.269 -5.217
H -4.175 -3.549 -5.887
F -2.868 0.812 0.818
C -3.928 0.016 0.836
C -3.811 -1.254 1.429
C -4.842 -2.143 1.437
C -6.016 -1.813 0.735
C -6.190 -0.525 0.152
C -5.144 0.393 0.263
H -2.931 -1.381 2.041
H -4.695 -3.065 1.979
H -6.833 -2.517 0.689
H -7.102 -0.333 -0.393
H -5.241 1.374 -0.178
F -4.091 4.603 3.422
C -3.324 3.774 4.193
C -2.126 3.194 3.759
C -1.419 2.280 4.501
C -1.973 1.868 5.741
C -3.185 2.441 6.218
C -3.862 3.374 5.409
H -1.750 3.378 2.764
H -0.526 1.773 4.165
H -1.471 1.154 6.378
H -3.562 2.030 7.143
H -4.850 3.760 5.615
F -2.482 4.631 -3.948
C -2.639 3.400 -4.505
C -2.276 2.295 -3.712
C -2.341 1.053 -4.300
C -2.772 0.909 -5.640
C -3.116 2.018 -6.430
C -3.052 3.266 -5.841
H -1.889 2.346 -2.704
H -2.072 0.187 -3.712
H -2.818 -0.069 -6.095
H -3.509 1.942 -7.433
H -3.306 4.100 -6.478
F 3.422 -0.070 -4.203
C 2.255 -0.468 -4.712
C 2.033 -0.543 -6.049
C 0.802 -0.971 -6.539
C -0.214 -1.357 -5.680
C 0.013 -1.331 -4.300
C 1.260 -0.819 -3.853
H 2.796 -0.299 -6.773
H 0.663 -1.060 -7.607
H -1.126 -1.738 -6.114
H -0.824 -1.532 -3.647
H 1.417 -0.740 -2.787
C 4.993 -0.908 -1.320
C 4.097 -0.293 -0.277
O 3.326 -1.008 0.386
C 3.981 1.213 -0.118
H 4.480 -0.754 -2.269
H 5.085 -1.966 -1.073
H 5.960 -0.413 -1.400
H 3.492 1.515 0.808
H 3.344 1.579 -0.923
H 4.999 1.603 -0.138
C 0.701 -4.620 -1.967
C 0.090 -6.022 -1.898
O -0.756 -6.285 -0.999
C 0.534 -6.972 -2.959
H 0.432 -4.037 -2.848
H 1.788 -4.704 -1.951
H 0.423 -4.056 -1.077
H 0.159 -6.586 -3.907
H 0.171 -7.985 -2.784
H 1.619 -6.878 -3.003
C -2.172 3.809 -0.301
C -1.761 5.227 -0.077
O -1.680 5.714 1.036
C -1.280 5.962 -1.359
H -2.976 3.792 -1.037
H -2.372 3.317 0.651
H -1.348 3.228 -0.717
H -0.434 6.647 -1.307
H -2.141 6.485 -1.776
H -0.986 5.261 -2.141
C 4.448 -4.264 1.039
C 3.025 -4.822 0.934
O 2.815 -5.824 0.303
C 1.883 -4.141 1.719
H 4.775 -3.696 0.168
H 5.182 -5.069 1.063
H 4.485 -3.817 2.033
H 2.027 -4.359 2.778
H 0.958 -4.684 1.523
H 1.744 -3.061 1.688
C -1.664 -3.909 1.162
C -2.397 -4.855 2.089
O -2.481 -4.717 3.271
C -3.196 -6.009 1.400
H -0.984 -3.183 1.609
H -2.435 -3.386 0.595
H -1.101 -4.483 0.426
H -3.766 -5.560 0.586
H -3.910 -6.453 2.093
H -2.490 -6.718 0.968
C 6.169 -0.056 5.195
C 4.712 0.276 4.838
O 3.936 0.478 5.762
C 4.258 0.310 3.381
H 6.815 0.739 4.823
H 6.525 -0.869 4.562
H 6.290 -0.444 6.206
H 5.012 0.875 2.834
H 3.306 0.837 3.305
H 4.148 -0.704 2.996
C -0.608 -0.968 -0.567
C 0.055 0.401 -0.312
O 0.205 1.252 -1.160
C 0.457 0.719 1.117
H -1.432 -1.059 0.140
H -0.020 -1.867 -0.380
H -1.073 -0.965 -1.553
H 0.592 -0.197 1.692
H -0.268 1.341 1.642
H 1.332 1.368 1.156
C 1.152 -1.378 5.149
C -0.389 -1.501 4.698
O -0.795 -0.812 3.762
C -1.324 -2.408 5.512
H 1.784 -2.020 4.535
H 1.198 -1.635 6.207
H 1.518 -0.364 4.987
H -2.296 -2.458 5.022
H -1.532 -2.094 6.535
H -0.966 -3.430 5.638

The value obtained for the gap between HOMO and LUMO is 9.181 eV. The electronic energy is -3865.607852 Eh.

Atomic partial charges in e from the Löwdin method, atoms 1 to 4: atom 1 (F): 0.06, atom 2 (C): -0.31, atom 3 (C): -0.01, atom 4 (C): -0.07